93
Properties=species:S:1:pos:R:3 method="wB97M-V/def2-TZVPD" fmax_ev_per_a=8.6 charge=-1 orbital_gap_ev=8.155 total_energy_ha=-3525.533360
C -0.6354 -1.4961 1.5691
P -0.8101 -3.3739 1.9412
C 0.9119 -4.1499 2.0057
S -2.0425 -4.1816 0.3835
O -3.4852 -3.9488 0.8460
O -1.9099 -3.3581 -0.9102
N -1.8961 -5.8731 0.1428
S -0.3661 -6.3248 -0.4647
O -0.6242 -7.3744 -1.5463
O 0.5058 -7.0348 0.5739
N 0.5200 -5.0386 -1.2547
C 1.9375 -5.5492 -1.3203
O 2.9178 -4.9068 -0.8793
F 2.2550 -6.8266 -1.9010
C 0.1431 -4.9421 -2.7025
O 1.0388 -4.8318 -3.5855
F -1.1858 -5.0138 -3.1715
H 0.0326 -0.9648 2.3301
H -0.1881 -1.4607 0.4973
H -1.6835 -1.0137 1.4738
H 1.5018 -3.5512 2.8078
H 0.9186 -5.2366 2.3692
H 1.5138 -3.9984 1.0274
N -1.6882 1.6455 -0.2402
C -0.5426 2.2755 -0.6466
C -0.5170 3.5226 -0.0717
C -1.6878 3.6480 0.7160
C -2.3898 2.4739 0.5952
H -1.9705 0.7167 -0.5127
H 0.1530 1.7837 -1.3096
H 0.2595 4.2623 -0.2027
H -1.9839 4.5025 1.3066
H -3.3257 2.1586 1.0296
N 3.1703 2.2122 -2.5533
C 4.4502 2.6963 -2.5059
C 4.5187 3.7943 -3.3287
C 3.2309 3.9828 -3.8889
C 2.4190 2.9936 -3.3901
H 2.8336 1.4068 -2.0501
H 5.2000 2.2183 -1.8936
H 5.3982 4.3957 -3.5067
H 2.9309 4.7570 -4.5799
H 1.3745 2.7781 -3.5590
N -5.3354 0.7319 -0.0004
C -6.1667 0.2253 -0.9628
C -7.4332 0.6997 -0.7213
C -7.3613 1.5280 0.4260
C -6.0544 1.5311 0.8476
H -4.3488 0.5463 0.0718
H -5.7867 -0.4284 -1.7335
H -8.3132 0.4764 -1.3066
H -8.1761 2.0634 0.8915
H -5.5755 2.0312 1.6763
N -7.4538 5.7251 -1.2491
C -7.3330 4.9133 -0.1529
C -7.5646 5.6758 0.9664
C -7.8410 6.9953 0.5289
C -7.7686 6.9953 -0.8430
H -7.3312 5.4332 -2.2056
H -7.0918 3.8662 -0.2639
H -7.5390 5.3225 1.9870
H -8.0685 7.8502 1.1490
H -7.9121 7.7871 -1.5631
N 5.8984 -4.8910 -0.8499
C 7.1350 -4.9188 -1.4365
C 8.0388 -5.3628 -0.5012
C 7.3188 -5.6176 0.6916
C 6.0000 -5.3200 0.4451
H 5.0448 -4.6009 -1.3015
H 7.2656 -4.6196 -2.4656
H 9.0999 -5.4911 -0.6592
H 7.7200 -5.9792 1.6272
H 5.1277 -5.3756 1.0788
N 7.6591 -6.2115 4.8197
C 8.7937 -5.5552 4.4236
C 8.7954 -4.3159 5.0158
C 7.6211 -4.2232 5.8032
C 6.9409 -5.4086 5.6650
H 7.3943 -7.1407 4.5343
H 9.4992 -6.0250 3.7548
H 9.5580 -3.5603 4.8964
H 7.3082 -3.3824 6.4050
H 6.0098 -5.7486 6.0930
N -3.8024 8.2083 -1.8644
C -3.8562 6.9774 -1.2658
C -2.5683 6.5743 -1.0090
C -1.7054 7.6023 -1.4640
C -2.4948 8.5991 -1.9845
H -4.5999 8.7431 -2.1680
H -4.8041 6.4953 -1.0761
H -2.2797 5.6430 -0.5439
H -0.6261 7.6123 -1.4156
H -2.2399 9.5493 -2.4297

---

81
Properties=species:S:1:pos:R:3 method="wB97M-V/def2-TZVPD" fmax_ev_per_a=0.5 multiplicity=4 charge=+1 orbital_gap_ev="5.993 / 6.102" total_energy_ha=-2173.186764
Tc 0.5706 -0.3725 -0.4879
C 1.6637 -1.7186 -3.2492
C 2.3126 -0.3888 -3.0607
C 3.2057 0.1345 -3.9834
C 3.7343 1.3969 -3.7930
C 3.3734 2.1039 -2.6566
C 2.5001 1.5191 -1.7528
N 1.9655 0.3072 -1.9624
Sb 2.1938 2.5261 0.1124
C 0.0732 2.7815 0.6349
C -0.0561 3.7213 1.6367
C -1.2662 3.8762 2.3032
C -2.3111 3.0445 1.9700
C -2.1908 2.1430 0.9163
C -3.3301 1.2351 0.5767
N -1.0226 2.0797 0.2266
C 2.7289 0.7162 1.1687
C 3.6888 0.8329 2.1587
C 4.1862 -0.3184 2.7565
C 3.7253 -1.5425 2.3148
C 2.7626 -1.6080 1.3139
C 2.2621 -2.9154 0.7891
N 2.2531 -0.4868 0.7828
H 2.1120 -2.2614 -4.0781
H 0.5997 -1.5885 -3.4484
H 1.7527 -2.3328 -2.3491
H 3.4674 -0.4532 -4.8507
H 4.4230 1.8200 -4.5102
H 3.7719 3.0918 -2.4668
H 0.8051 4.3114 1.9220
H -1.3698 4.6004 3.0980
H -3.2499 3.0813 2.5013
H -4.1047 1.3445 1.3324
H -3.0006 0.1959 0.5704
H -3.7587 1.4710 -0.3945
H 4.0461 1.8101 2.4536
H 4.9364 -0.2587 3.5314
H 4.1129 -2.4632 2.7265
H 2.9833 -3.7049 0.9889
H 2.0913 -2.8608 -0.2893
H 1.3087 -3.1833 1.2425
C -2.3863 -0.9383 3.3147
Si -0.6649 -1.2854 2.6429
C 0.0413 -2.7703 3.5570
C 0.4080 0.1208 3.2470
N -0.6816 -1.3939 0.8952
C -1.4741 -2.4095 0.3470
C -2.0595 -3.4618 1.0747
C -2.8242 -4.4523 0.4790
C -3.0435 -4.4687 -0.8895
C -2.4688 -3.4661 -1.6571
C -1.7235 -2.5021 -1.0250
F -1.1385 -1.5318 -1.8379
H -2.4484 -1.2433 4.3586
H -3.1857 -1.4383 2.7755
H -2.5837 0.1331 3.2865
H 0.0231 -2.5348 4.6226
H 1.0850 -2.9420 3.2952
H -0.4951 -3.7083 3.4263
H 0.1369 0.2842 4.2917
H 0.2497 1.0575 2.7292
H 1.4689 -0.1135 3.2276
H -1.9133 -3.5125 2.1419
H -3.2472 -5.2268 1.1022
H -3.6346 -5.2428 -1.3533
H -2.5861 -3.4200 -2.7292
C -0.2820 3.4844 -2.2989
C -1.1080 2.1969 -2.2618
C -2.5799 2.6313 -2.3239
C -0.8137 1.3640 -3.5122
C -0.8985 1.2788 -1.0207
H -0.5176 4.0252 -3.2166
H 0.7892 3.3030 -2.3210
H -0.5146 4.1557 -1.4708
H -2.7508 3.2859 -3.1777
H -2.8774 3.1874 -1.4323
H -3.2369 1.7664 -2.4314
H -1.2725 1.8277 -4.3862
H -1.2218 0.3581 -3.4197
H 0.2531 1.2864 -3.7063
H -1.7724 0.6288 -1.0386

---

82
Properties=species:S:1:pos:R:3 method="wB97M-V/def2-TZVPD" fmax_ev_per_a=0.9 relative_energy_kj_mol=88.40 multiplicity=2 charge=+2 orbital_gap_ev="6.559 / 6.714" total_energy_ha=-6980.189225
Ti 0.3357 0.3506 -0.0361
C 6.9490 2.8708 3.6560
C 5.8721 2.7176 2.6295
C 4.9122 1.7047 2.7424
C 3.9100 1.5674 1.8057
C 3.8624 2.4619 0.7362
C 4.8024 3.4810 0.5968
C 5.7997 3.5948 1.5449
S 2.6194 2.3413 -0.4535
O 2.8313 3.2137 -1.5488
O 1.2463 2.7868 0.2267
N 2.2406 0.8427 -0.7619
C 3.2065 -0.1848 -0.9033
C 4.5299 -0.0398 -1.2162
C 5.3738 -1.1706 -1.2732
C 4.8868 -2.4197 -1.0321
C 3.5182 -2.5963 -0.7178
C 2.9458 -3.8627 -0.4783
C 1.6113 -3.9575 -0.1922
C 0.8491 -2.7872 -0.1303
N 1.3432 -1.5738 -0.3297
C 2.6776 -1.4697 -0.6393
H 7.0442 1.9814 4.2750
H 6.7200 3.7142 4.3108
H 7.9101 3.0766 3.1861
H 4.9638 1.0133 3.5731
H 3.1848 0.7671 1.8964
H 4.7552 4.1638 -0.2409
H 6.5386 4.3788 1.4415
H 4.9425 0.9318 -1.4571
H 6.4147 -1.0279 -1.5277
H 5.5291 -3.2884 -1.0876
H 3.5685 -4.7470 -0.5331
H 1.1310 -4.9088 -0.0155
H -0.2078 -2.8511 0.0821
C -2.6986 2.2680 2.2762
C -1.9675 2.9143 1.1064
Ge -2.0045 1.8346 -0.5351
C -0.9515 2.5849 -2.0391
C -0.4315 1.5677 -3.0467
C -3.8153 1.3198 -0.9300
C -4.0139 -0.0007 -0.7557
Ge -2.2349 -0.7678 -0.4181
C -1.5786 -1.7829 -2.0061
C -1.9685 -3.2619 -2.0864
C -2.0289 -1.5486 1.4071
C -2.6902 -2.9200 1.5842
C -5.3061 -0.6998 -0.8402
C -6.5065 0.0050 -0.9791
C -7.7113 -0.6669 -1.0611
C -7.7447 -2.0570 -1.0004
C -6.5661 -2.7659 -0.8510
C -5.3579 -2.0881 -0.7677
H -2.7231 2.9344 3.1381
H -2.2127 1.3412 2.5901
H -3.7297 2.0247 2.0184
H -0.9769 3.2695 1.3842
H -2.5040 3.8116 0.7726
H -0.1576 3.2368 -1.6771
H -1.6819 3.2423 -2.5206
H 0.2362 0.8110 -2.6015
H 0.1553 2.0513 -3.8276
H -1.2424 1.0226 -3.5279
H -4.6108 2.0196 -1.1711
H -0.4968 -1.6992 -2.1320
H -2.0173 -1.2439 -2.8478
H -1.5573 -3.8498 -1.2641
H -1.5926 -3.6996 -3.0118
H -3.0472 -3.4009 -2.0875
H -2.5095 -0.8181 2.0627
H -0.9887 -1.6001 1.7344
H -3.7679 -2.8631 1.4385
H -2.5212 -3.2993 2.5925
H -2.3032 -3.6647 0.8857
H -6.5099 1.0862 -1.0169
H -8.6300 -0.1066 -1.1682
H -8.6901 -2.5787 -1.0627
H -6.5840 -3.8463 -0.7954
H -4.4499 -2.6637 -0.6410
O 0.4104 0.6369 1.7415
H 0.3032 0.3822 2.6601
H 1.1582 2.4541 1.1486